The following is a quantum chemistry calculation of an isolated molecule of C5H6O2, from OMol25.

Each line ends with the Mulliken charge.
Atoms and positions in Å:
O 3.25385 -0.02791 1.47780  -0.4557
C 2.26371 -0.05512 0.79410  -0.0851
C 1.45582 1.19498 0.45519  -0.5192
C 0.11677 0.83310 -0.00594  -0.3106
C -0.94708 0.41043 -0.38604  0.6498
C -2.22448 -0.19691 -0.79740  -0.5974
O -2.21055 -1.60514 -0.67599  -0.5163
H 1.87492 -0.99765 0.35461  0.3632
H 1.43937 1.84270 1.33878  0.3029
H 2.00483 1.73664 -0.32747  0.2981
H -3.04687 0.25256 -0.22031  0.2702
H -2.41731 0.01301 -1.85343  0.2866
H -1.96461 -1.81509 0.23393  0.3137

Charge   0
E_LUMO   0.69 eV
Structure (SMILES)   O=CCC#CCO
F_max   0.61 eV Å⁻¹
DFT total energy   -344.51392 a.u.
Spin multiplicity   1
HOMO-LUMO gap   10.68 eV
ΔE to the lowest compared entry with this formula, charge and spin   2.394 eV